C3H10N2O2 | ωB97M-V/def2-TZVPD

The value obtained for the total energy is -10342.1966 eV. The largest force on an atom is 3.071 eV Å⁻¹. Its HOMO energy is -8.0 eV. The SMILES is C=CO.CNON. The charge is 0.

Last column: Löwdin charge in e.
Atoms and positions in Å:
H 2.652 -0.089 -1.952  0.075
C 2.320 0.706 -1.297  -0.093
H 0.752 0.734 -1.287  0.116
H 2.433 1.298 0.781  0.117
H 2.387 -0.777 1.490  0.110
H 2.636 1.676 -1.661  0.070
H -3.528 -1.613 0.815  0.079
O -1.390 0.748 -0.021  -0.235
H -2.872 -0.166 -0.923  0.103
N -2.177 -0.444 -0.233  -0.117
N -0.023 0.539 -0.295  -0.066
C 2.465 0.493 0.059  -0.252
C -2.844 -0.787 1.015  -0.121
H -2.093 -1.119 1.733  0.073
O 2.577 -0.770 0.545  0.011
H -3.406 0.045 1.455  0.074
H 0.109 -0.477 -0.225  0.056

=====

C4H3N2O5 | ωB97M-V/def2-TZVPD

The value obtained for the total energy is -17412.6455 eV. The largest force on an atom is 4.390 eV Å⁻¹. Its HOMO energy (alpha / beta) is -4.2 / -4.2 eV. The charge is -1.

Last column: Löwdin charge in e.
Atoms and positions in Å:
H 0.598 1.108 -1.687  0.104
C -1.317 0.060 0.450  -0.496
N -1.297 -0.674 1.581  0.190
C -0.178 -0.484 -0.385  -0.261
O -2.085 0.920 0.095  0.073
H 0.988 -0.701 -2.177  0.058
C -0.373 -1.559 1.581  -0.459
O 0.103 -2.411 2.287  0.086
H -0.640 -0.059 -2.384  0.113
O 1.128 1.587 1.807  -0.047
N 0.973 1.409 0.616  -0.343
O 1.267 2.161 -0.296  -0.103
O 0.517 -1.329 0.231  0.095
C 0.315 -0.028 -1.719  -0.009

=====

C26H42B2NO14 | ωB97M-V/def2-TZVPD

The value obtained for the total energy is -59153.9447 eV. The largest force on an atom is 3.266 eV Å⁻¹. Its HOMO energy is -3.2 eV. The charge is -1.

Last column: Löwdin charge in e.
Atoms and positions in Å:
O 3.275 6.144 8.079  0.116
C -2.741 -0.906 -6.033  -0.160
H 2.729 0.567 -9.614  0.118
O 2.256 2.699 4.151  0.024
H -4.692 -1.176 2.018  0.021
H -3.317 -5.717 -3.193  0.116
H 3.724 5.105 4.997  0.134
C -3.391 -2.275 -6.054  -0.152
H -3.476 -0.096 -6.036  0.128
H 3.030 0.340 2.828  0.111
C 3.178 -0.155 0.712  -0.160
C 0.614 0.526 -9.233  -0.078
C 2.002 1.096 -8.992  -0.165
H -1.859 -2.356 -0.545  0.030
H -4.291 -2.315 -6.668  0.116
O -1.123 -7.465 -4.708  0.021
H -4.603 -2.130 -4.251  0.141
C 1.799 -0.766 0.512  -0.073
H 4.880 3.851 5.547  0.126
H 1.084 2.356 5.827  0.128
H -2.686 -3.013 -6.443  0.120
H -1.023 -5.205 -3.061  0.120
H 3.294 0.623 -7.306  0.125
O 1.339 5.745 9.159  0.030
C 3.497 3.225 4.014  -0.488
B -4.656 -0.394 1.092  -0.494
O 1.021 -2.790 1.576  0.120
H 4.509 -0.538 2.387  0.122
C -2.435 -7.148 -4.545  -0.488
H 1.612 7.320 12.035  0.116
O -2.916 0.254 -0.880  -0.003
O -2.164 -1.866 -2.787  0.117
H -0.308 -8.168 -2.948  0.124
C -1.257 -6.218 -2.725  -0.151
H -4.520 0.704 1.607  0.023
H 1.001 -0.060 0.749  0.137
C -2.666 -6.587 -3.160  -0.074
H -2.970 -0.192 -1.745  0.042
H 3.242 2.678 6.768  0.123
C 0.732 6.186 10.383  -0.156
H 2.590 4.299 7.005  0.079
C 1.791 -1.877 1.536  -0.485
H 0.143 5.376 10.810  0.127
C 2.237 0.762 -7.531  -0.158
H 3.931 6.903 10.605  0.127
H -3.571 -3.592 -4.336  0.111
O 4.185 3.078 3.040  0.106
H 3.908 -0.686 0.094  0.114
C -3.643 -2.534 -4.578  -0.061
C 3.445 -0.434 2.178  -0.164
O -3.271 -7.332 -5.383  0.112
H 1.011 3.999 5.161  0.130
O -6.766 -2.364 -0.650  0.057
N -5.995 -0.330 0.238  0.138
H -2.711 -2.674 1.078  0.048
H 1.672 -1.161 -0.493  0.129
H 2.086 2.160 -9.209  0.115
H -1.323 -1.561 0.955  0.043
C 2.846 3.558 6.253  -0.162
H 2.774 8.153 10.049  0.133
C 3.858 4.047 5.230  -0.075
O -0.228 -1.516 -8.243  0.114
C 1.888 6.587 11.278  -0.162
H 0.495 0.166 -10.253  0.125
C 0.564 -0.617 -8.245  -0.483
C -0.412 -7.221 -3.484  -0.163
H -2.058 -0.766 -6.869  0.096
O -2.009 -0.854 -4.799  0.038
H 0.068 7.025 10.160  0.129
H 0.581 -6.833 -3.711  0.123
H -0.170 1.243 -8.985  0.133
C 1.673 3.157 5.382  -0.146
B -3.269 -0.674 0.175  -0.432
O 1.533 -0.468 -7.307  0.037
H 3.231 0.904 0.460  0.115
O 2.775 -1.674 2.456  0.018
C 2.580 6.282 9.045  -0.476
C 2.913 7.094 10.275  -0.076
H 1.831 1.523 -6.860  0.130
H -1.105 -6.255 -1.647  0.123
H -3.097 -7.366 -2.528  0.134
C -6.218 -1.447 -0.144  -0.456
H 2.282 5.706 11.791  0.120
C -2.242 -1.915 0.406  -0.052
C -2.529 -1.753 -3.923  -0.459

=====

C5H13NO | ωB97M-V/def2-TZVPD

The value obtained for the total energy is -8932.9811 eV. The largest force on an atom is 3.032 eV Å⁻¹. Its HOMO energy is -9.9 eV. The SMILES is CC(N)=O.CCC. The charge is 0.

Last column: Löwdin charge in e.
Atoms and positions in Å:
C 1.127 -0.791 1.675  -0.316
H 1.285 -1.535 2.465  0.093
H -0.712 -0.106 -3.377  0.094
N -2.822 0.451 -0.908  0.146
C -1.053 0.567 -2.580  -0.010
C 1.454 0.593 2.375  -0.107
C -1.617 -0.029 -1.322  -0.581
H 1.468 0.509 3.442  0.049
H 2.314 0.920 1.808  0.050
C 1.744 -0.875 0.297  -0.138
H -3.400 -0.034 -0.242  0.105
H 2.830 -0.766 0.377  0.075
O -1.022 -0.878 -0.682  0.028
H 0.009 0.815 -2.390  0.084
H -3.380 1.133 -1.407  0.097
H 1.280 -0.158 -0.385  0.052
H 1.380 -1.803 -0.145  0.066
H 0.691 1.357 2.180  0.060
H -1.608 1.476 -2.814  0.075
H 0.034 -0.847 1.633  0.077

=====

C4H9NO2 | ωB97M-V/def2-TZVPD

The value obtained for the total energy is -9877.9712 eV. The largest force on an atom is 1.855 eV Å⁻¹. Its HOMO energy is -9.8 eV. The SMILES is C/N=C/O.CC=O. The charge is 0.

Last column: Löwdin charge in e.
Atoms and positions in Å:
H 1.494 0.375 -1.162  0.148
H 0.939 -3.134 -0.472  0.070
O -2.728 -0.160 -0.010  0.017
C 1.562 -0.035 -0.143  -0.338
H -0.738 1.926 -0.516  0.075
C 0.855 -2.096 -0.807  -0.141
N 1.292 -1.209 0.270  -0.009
H 1.472 -1.990 -1.707  0.073
C -1.820 0.441 0.555  -0.312
H -1.140 -0.082 1.248  0.105
H -1.094 2.335 1.183  0.078
O 1.956 0.860 0.764  0.021
H 2.025 0.392 1.614  0.117
C -1.490 1.875 0.274  -0.058
H -0.193 -1.907 -1.060  0.071
H -2.392 2.409 -0.031  0.083

=====

C4H8N2 | ωB97M-V/def2-TZVPD

The value obtained for the total energy is -7254.3931 eV. The largest force on an atom is 4.406 eV Å⁻¹. Its HOMO energy is -7.3 eV. The charge is 0.

Last column: Löwdin charge in e.
Atoms and positions in Å:
N 1.160 -1.118 0.553  0.130
H 2.086 -1.147 0.947  0.095
H -0.397 0.572 -1.104  0.154
H 2.548 0.727 -0.829  0.080
C 0.688 0.066 0.035  -0.434
N -2.823 -0.587 -0.174  0.019
C 1.739 1.118 -0.206  -0.051
H 2.170 1.435 0.749  0.091
C -0.662 0.324 0.057  -0.196
C -1.701 -0.431 0.518  -0.218
H 1.302 1.982 -0.701  0.078
H -3.641 -0.973 0.263  0.074
H 0.469 -1.675 1.035  0.085
H -2.938 -0.292 -1.143  0.093

=====

C6H16N2O | ωB97M-V/def2-TZVPD

The value obtained for the total energy is -11508.6915 eV. The largest force on an atom is 0.856 eV Å⁻¹. Its HOMO energy is -9.0 eV. The SMILES is C[C@@H](N)C[C@@](C)(N)CO. The charge is 0.

Last column: Löwdin charge in e.
Atoms and positions in Å:
H 1.612 0.372 -1.451  0.090
C -0.324 0.755 -0.513  -0.532
H 1.319 2.743 0.619  0.093
C -0.344 -2.365 0.077  -0.088
O 0.359 2.869 0.687  -0.081
H 1.951 -1.860 1.256  0.070
H 0.323 2.721 -1.353  0.112
C 0.546 0.260 -1.684  -0.046
N -1.719 0.372 -0.786  0.056
C 0.152 0.141 0.832  -0.111
H 0.347 0.828 -2.601  0.079
H -0.347 0.687 1.648  0.118
N 1.157 -1.849 1.895  0.009
H -1.231 2.772 -0.556  0.117
C -0.230 2.329 -0.491  -0.199
H -1.269 -2.123 -0.451  0.064
H -0.495 -3.363 0.508  0.077
H 0.369 -0.787 -1.935  0.063
H 1.216 0.399 0.941  0.107
H 1.400 -1.201 2.643  0.067
H -2.324 0.748 -0.055  0.088
C -0.037 -1.360 1.179  -0.430
H 0.472 -2.456 -0.644  0.064
H -2.037 0.791 -1.660  0.081
H -0.868 -1.420 1.894  0.130

=====

C2H3NOS2 | ωB97M-V/def2-TZVPD

The value obtained for the total energy is -27329.2288 eV. The largest force on an atom is 2.664 eV Å⁻¹. Its HOMO energy is -8.5 eV. The SMILES is S=C1NSCO1. The charge is 0.

Last column: Löwdin charge in e.
Atoms and positions in Å:
N -0.211 -1.031 0.102  -0.324
S -1.926 -0.593 -0.058  0.835
O 0.171 1.236 0.046  -0.149
S 2.365 -0.138 -0.052  0.612
C -1.322 1.266 -0.004  -0.286
H 0.181 -2.015 0.188  0.132
H -1.711 1.663 0.972  0.092
H -1.707 1.760 -0.907  0.082
C 0.708 0.002 0.076  -0.995

=====

C6H6N2 | ωB97M-V/def2-TZVPD

The value obtained for the total energy is -9296.7059 eV. The largest force on an atom is 4.908 eV Å⁻¹. Its HOMO energy is -10.3 eV. The SMILES is C[C@@H]1CC1(C#N)C#N. The charge is 0.

Last column: Löwdin charge in e.
Atoms and positions in Å:
H 1.776 0.612 -0.512  0.120
C 0.476 -1.762 -0.219  -0.208
H -1.870 0.949 -1.471  0.051
H -0.299 1.548 -1.800  0.055
N -0.400 -1.176 3.173  0.176
H 1.432 1.158 1.226  0.102
C -0.140 -1.032 2.075  -0.182
C -0.840 0.754 -1.403  -0.038
N 0.960 -2.518 -0.959  0.175
H -1.133 1.278 0.668  0.186
C -0.375 0.584 0.073  -0.320
H -0.732 -0.313 -1.873  0.116
C 0.065 -0.742 0.689  -0.280
C 1.081 0.659 0.333  0.047

=====

> Which value of charge does entry 1 give?

0

=====

> Number 5 is which compound?

C4H9NO2

=====

> Which formula does entry 6 have?

C4H8N2